# 1
This record from the OMol25 dataset describes a 12-piece molecular cluster, C24H44BNO48S10 overall. The level of theory is the ωB97M-V functional and the def2-TZVPD basis.

Geometry (Å):
1 H 21.85 8.63 1.94
2 H 19.78 -0.91 6.15
3 O 18.20 -3.27 0.62
4 O 19.93 1.27 3.37
5 S 19.26 -3.99 1.61
6 C 18.78 -1.60 2.17
7 C 26.57 4.23 4.01
8 H 22.92 8.86 3.34
9 H 25.12 2.74 4.86
10 O 25.97 6.62 6.82
11 H 22.06 6.74 4.10
12 H 27.45 3.61 4.14
13 O 21.95 3.61 1.85
14 H 22.46 -1.18 4.75
15 C 19.80 5.55 0.08
16 H 21.61 6.32 2.47
17 C 19.13 7.58 -3.55
18 H 24.28 4.24 -2.31
19 H 19.02 -1.54 0.08
20 S 17.63 9.47 -4.38
21 S 26.22 5.32 6.25
22 O 23.61 -2.14 7.35
23 H 20.10 1.67 -3.12
24 C 25.70 8.22 -1.39
25 O 22.25 -0.66 8.86
26 O 22.55 2.62 3.76
27 C 17.78 7.41 -2.83
28 O 16.28 -0.19 -3.89
29 O 23.78 8.05 1.62
30 C 20.38 4.63 -1.04
31 H 26.34 9.10 -1.44
32 H 23.22 3.88 -3.36
33 C 18.36 1.82 -1.65
34 H 25.55 8.01 -0.33
35 S 19.94 4.38 5.81
36 O 16.91 8.41 -3.38
37 C 18.52 7.41 3.27
38 O 20.34 5.06 7.01
39 C 25.20 3.81 4.61
40 C 21.73 -0.56 5.28
41 O 23.69 5.82 0.49
42 C 26.14 6.98 -2.18
43 O 23.69 6.22 3.07
44 H 24.47 3.90 3.81
45 H 19.98 7.62 -2.88
46 S 22.51 -1.25 7.57
47 H 18.78 1.15 5.92
48 H 19.26 6.92 3.90
49 C 21.79 2.77 2.85
50 H 20.25 -2.24 5.16
51 C 25.63 1.15 0.18
52 H 26.66 1.09 -0.19
53 O 18.24 8.65 3.89
54 C 17.21 6.69 3.27
55 H 17.35 6.41 -2.79
56 H 26.74 7.34 -3.02
57 S 25.50 0.84 2.66
58 O 17.15 1.09 -1.92
59 S 23.76 7.45 -2.89
60 O 26.78 1.22 3.15
61 O 16.75 7.01 4.63
62 O 24.86 4.56 5.72
63 H 26.48 4.40 2.93
64 O 17.26 9.09 -5.72
65 H 22.78 4.55 -1.76
66 H 18.98 1.38 -0.88
67 O 20.06 4.95 1.21
68 O 25.77 6.50 1.57
69 O 25.63 0.17 1.22
70 O 24.93 6.36 -2.66
71 H 24.43 3.00 0.20
72 O 16.11 9.41 4.92
73 C 22.38 6.81 3.07
74 O 22.41 -0.09 6.45
75 O 19.92 2.54 1.51
76 H 16.39 7.24 2.79
77 H 26.68 6.24 -1.60
78 O 24.66 0.10 3.53
79 O 19.37 6.65 -0.10
80 H 24.99 0.72 -0.59
81 O 20.94 3.59 -0.48
82 N 23.32 3.88 -2.34
83 S 17.33 -0.12 -2.92
84 C 18.65 2.16 6.28
85 H 18.03 -1.24 2.88
86 H 18.93 7.47 2.27
87 H 21.47 0.27 4.63
88 O 18.33 4.42 5.57
89 O 17.54 10.81 -3.86
90 O 24.41 8.55 -1.91
91 H 17.75 2.74 4.55
92 H 23.15 2.96 -1.95
93 O 23.80 7.91 -4.26
94 O 21.11 -1.97 7.10
95 O 27.07 4.33 6.83
96 O 20.63 4.73 4.60
97 O 17.86 8.39 6.39
98 O 24.68 2.11 2.06
99 C 18.23 -1.86 0.77
100 H 17.18 5.62 3.13
101 C 22.67 8.20 2.51
102 H 19.23 6.78 -4.29
103 C 19.02 1.76 -3.05
104 C 20.43 2.09 2.65
105 C 17.72 3.13 5.57
106 H 17.81 7.75 -1.79
107 H 19.43 -0.72 2.09
108 O 22.52 6.89 -2.45
109 O 19.91 2.78 6.08
110 O 18.72 -5.12 2.27
111 H 16.70 3.20 5.94
112 O 26.74 5.51 4.68
113 S 24.33 6.53 1.59
114 H 18.73 2.69 -3.57
115 O 17.83 -1.34 -2.36
116 O 20.45 -4.26 0.86
117 H 18.47 2.15 7.37
118 O 18.67 0.51 -3.62
119 C 25.19 2.51 0.81
120 H 18.17 2.85 -1.36
121 B 20.74 3.68 1.03
122 O 19.14 8.88 -4.13
123 S 17.20 8.50 5.12
124 C 20.66 -1.48 5.83
125 H 25.96 3.27 0.98
126 O 19.48 -2.74 2.62
127 O 20.34 4.87 -2.22
128 H 17.29 -1.35 0.57

Output
relative energy (zero: lowest compared OMol25 entry of this formula, charge and spin)	39.7	kcal/mol
highest occupied orbital energy	-10.7	eV
electronic energy	-8613.80087	Ha

# 2
This record from the OMol25 dataset describes C24H44CaF5N2O8P2 as an isolated structure. The level of theory is the ωB97M-V functional and the def2-TZVPD basis.

Geometry (Å):
1 O 3.05 0.21 2.42
2 H 0.46 -0.16 -2.16
3 H 1.80 -2.13 -1.96
4 C -1.05 -0.72 0.71
5 C -3.18 -6.36 -1.34
6 O -3.07 -6.98 -0.05
7 P 0.98 2.47 1.33
8 H -3.25 -2.57 -0.12
9 F 2.01 4.24 3.46
10 H -2.94 3.24 -2.55
11 C 6.02 -0.44 -1.19
12 N -1.45 3.68 -1.13
13 C -2.31 5.95 -0.51
14 F -1.16 4.06 2.03
15 H 1.84 0.89 -2.10
16 C 4.51 -0.08 -1.11
17 P 1.77 1.03 2.93
18 H 1.52 -0.51 0.44
19 C 0.72 4.65 3.26
20 H 6.15 -1.51 -1.01
21 H -1.74 -7.60 2.43
22 H 2.73 -1.04 -2.95
23 C -0.34 0.51 0.20
24 H -1.73 2.00 -2.42
25 C -1.28 -1.75 -0.40
26 C -0.11 3.49 2.69
27 H 0.44 4.72 0.27
28 O -5.07 -6.39 0.79
29 H -3.26 -4.52 -2.34
30 C -3.21 -4.85 -1.30
31 H -3.24 0.88 -1.00
32 C -2.33 2.70 -1.83
33 H -4.12 -4.47 -0.83
34 H 4.12 -2.18 -1.33
35 F -0.63 2.83 3.73
36 O -1.62 5.38 -2.70
37 C -2.21 -2.88 0.04
38 F 0.37 5.24 4.39
39 H 0.15 2.41 -1.67
40 H -1.62 -1.27 -1.32
41 C 1.15 0.32 -0.18
42 H -4.29 2.33 -0.95
43 C 1.41 -0.01 -1.65
44 O 2.14 1.84 4.11
45 H -0.18 0.11 3.07
46 F 0.80 5.65 2.29
47 H -2.13 -3.01 1.12
48 H 4.38 0.53 -0.22
49 H 3.29 -1.47 0.02
50 H 4.26 0.55 -1.96
51 H -1.33 -5.98 3.19
52 Ca 3.16 5.15 1.87
53 H -1.22 -4.08 -1.45
54 H 6.55 0.08 -0.39
55 H -0.31 -2.20 -0.62
56 H -0.47 -1.24 1.49
57 H -2.32 -6.70 -1.90
58 H 0.35 4.07 -2.12
59 C -0.02 3.42 -1.32
60 C -1.96 -4.22 -0.66
61 C -2.02 -6.57 2.60
62 O -0.45 1.67 1.01
63 C 2.35 -1.19 -1.93
64 H 2.34 3.21 1.63
65 C -3.88 -6.49 0.93
66 H -0.84 0.74 -0.75
67 H -1.66 6.82 -0.41
68 H 2.86 -0.74 2.35
69 H 6.52 0.83 -2.70
70 H 1.85 3.90 -0.42
71 C -3.14 -6.05 2.14
72 H -2.94 2.17 0.16
73 H -1.53 -4.94 0.03
74 H 6.32 -0.71 -3.19
75 C -3.26 1.96 -0.86
76 H -2.44 5.43 0.44
77 C -1.76 5.03 -1.57
78 C 3.57 -1.29 -1.02
79 H -4.06 -6.74 -1.85
80 C 0.81 3.75 -0.08
81 O 1.82 1.51 0.20
82 N 6.70 -0.14 -2.44
83 H -2.00 -0.42 1.16
84 H -3.28 6.29 -0.85
85 H -3.60 -5.21 2.65
86 O 0.73 -0.14 3.26

Output
net charge	+1
highest occupied orbital energy	-11.1	eV
electronic energy	-3511.69879	Ha

# 3
This record from the OMol25 dataset describes C24H44CdF9O12 as an isolated structure. The level of theory is the ωB97M-V functional and the def2-TZVPD basis.

Geometry (Å):
1 C 0.21 3.19 3.30
2 H -2.34 -0.49 3.70
3 H 0.80 0.70 -1.25
4 H 3.38 -3.42 -2.76
5 H 5.61 -4.54 -2.58
6 H 3.70 -3.78 -0.18
7 C 0.59 3.28 1.76
8 C -0.13 0.15 -1.39
9 C 3.82 -2.74 -2.04
10 C -3.34 0.68 1.93
11 C 0.45 2.55 -4.69
12 O -1.14 3.35 3.64
13 H -0.86 -3.22 0.21
14 H 4.17 -2.92 1.91
15 H -1.29 4.33 5.42
16 C 1.52 3.40 -4.08
17 H -2.33 -2.22 3.10
18 C -1.55 3.35 5.01
19 C -4.12 0.17 -2.66
20 F -0.49 3.83 1.10
21 H -1.07 2.54 5.55
22 C 1.62 -0.74 4.01
23 C 3.57 3.28 -2.65
24 H 1.37 -1.80 4.07
25 C 5.98 -3.80 -1.87
26 H 2.19 -3.26 -0.63
27 H -0.43 -0.15 0.62
28 C -4.70 0.97 -1.42
29 F 0.91 1.99 1.40
30 H -2.33 1.06 1.81
31 F 0.94 1.42 -4.93
32 H -3.51 2.34 4.75
33 O -2.92 -3.29 0.01
34 H -0.99 0.80 -1.59
35 C -1.20 -3.48 -1.97
36 O -4.01 -1.24 -2.20
37 H 2.47 -2.92 1.74
38 C -3.05 3.30 4.99
39 H -4.40 -3.16 -2.73
40 C -0.45 -0.86 -0.21
41 H -4.80 0.40 -3.48
42 O -3.23 -0.71 1.89
43 C 4.33 2.12 -1.95
44 H 3.89 -1.21 3.55
45 H 4.23 1.11 -2.35
46 H 0.42 -1.51 -0.10
47 H -3.66 -2.17 -4.09
48 H 2.29 -0.31 4.75
49 H 7.05 -3.71 -2.04
50 C -4.31 1.23 0.95
51 H 5.37 2.39 -1.83
52 H -3.34 4.10 4.30
53 F -0.58 2.43 -3.90
54 H -5.34 -2.15 -3.65
55 H 4.00 2.04 -0.91
56 H -3.15 0.57 -2.93
57 O 2.19 2.97 -2.89
58 H -4.95 2.03 -1.51
59 H 3.62 4.23 -2.10
60 H 0.62 -0.31 4.13
61 O 2.13 -0.34 2.82
62 H -3.32 3.50 6.02
63 C 3.38 -1.09 2.59
64 H -5.66 0.52 -1.15
65 Cd -3.93 -1.52 -0.14
66 H -3.64 1.03 2.92
67 O 1.80 4.50 -4.48
68 C -1.65 -2.99 -0.51
69 O 5.28 -2.65 -2.20
70 C 3.23 -2.92 -0.67
71 F 0.15 -3.90 -2.11
72 C 3.35 -2.29 1.58
73 O 3.39 -1.81 0.22
74 H -0.03 -0.40 -2.33
75 H 4.00 -0.35 2.08
76 O -1.68 -1.54 -0.54
77 O -3.90 0.68 -0.30
78 H -5.33 0.88 1.12
79 H 5.94 -4.12 -0.83
80 H 4.19 3.46 -3.53
81 F -1.91 -4.53 -2.31
82 F -1.35 -2.50 -2.88
83 F 0.09 3.15 -5.82
84 H -4.25 2.32 0.94
85 H 3.50 -1.77 -2.42
86 H -1.26 -1.08 2.47
87 O 1.06 2.94 4.16
88 F 1.71 4.01 1.63
89 C -2.28 -1.17 2.84
90 C -4.33 -2.20 -3.24

Output
relative energy (zero: lowest compared OMol25 entry of this formula, charge and spin)	66.6	kcal/mol
net charge	+1
highest occupied orbital energy	-11.5	eV
electronic energy	-2909.82823	Ha

# 4
This record from the OMol25 dataset describes C24H44Cl3N4O3PmSSi as an isolated structure. The level of theory is the ωB97M-V functional and the def2-TZVPD basis.

Geometry (Å):
1 C -6.72 0.53 4.52
2 C 1.14 -3.04 2.87
3 H 5.72 0.63 1.72
4 N -1.76 2.84 1.01
5 H -2.97 2.54 2.70
6 C 1.19 -0.31 -3.85
7 C -4.61 -0.04 3.35
8 N 0.71 -3.81 1.70
9 C 5.06 -2.09 -3.02
10 C -1.70 1.59 0.57
11 Cl -1.34 -3.34 -2.45
12 H 3.12 1.01 -5.28
13 H 0.11 2.76 -3.49
14 H 2.10 0.40 2.95
15 C -2.84 3.27 1.88
16 C 0.79 -5.27 1.74
17 C 2.57 -0.90 -3.53
18 N -5.27 0.33 4.47
19 H 1.19 -5.57 2.71
20 O 0.04 -1.96 0.53
21 H 4.03 -3.98 -3.29
22 Cl 2.77 2.33 -0.51
23 O -0.81 1.16 -0.21
24 N -5.36 -0.46 2.31
25 H -1.15 4.79 0.83
26 H -2.50 0.92 0.93
27 C 2.41 3.09 -5.36
28 C 0.16 -3.22 0.65
29 O 0.36 -0.43 -2.74
30 Cl -3.61 -0.64 -0.94
31 H -7.33 -1.50 4.26
32 H 5.68 2.04 0.63
33 H -6.98 1.53 4.15
34 H 1.51 -3.77 3.60
35 C 1.20 1.13 -4.37
36 H -0.21 -3.89 -0.15
37 H 6.03 -2.54 -2.86
38 C -0.05 1.95 -4.22
39 H 0.77 -0.93 -4.66
40 C -0.74 3.80 0.60
41 H -7.28 -0.03 1.62
42 H -2.59 4.26 2.27
43 C 2.70 -2.30 -3.57
44 H -4.84 -0.66 1.45
45 S -2.91 0.03 3.28
46 H 1.45 -5.64 0.94
47 H -4.68 0.78 5.16
48 H 2.51 -0.78 -0.45
49 Pm -1.01 -1.02 -1.32
50 H 3.16 -1.41 1.08
51 C 3.65 -0.12 -3.13
52 H -8.47 -0.31 3.61
53 C 2.28 1.65 -4.98
54 H 5.77 -0.06 -2.75
55 H 5.11 2.20 2.31
56 H -3.79 3.32 1.32
57 C 5.15 1.53 1.44
58 C 3.31 -0.67 0.29
59 H 3.52 0.95 -3.00
60 H 3.46 3.31 -5.57
61 C 3.93 -2.89 -3.28
62 H 1.30 1.75 2.12
63 H 1.95 -2.35 2.60
64 H 1.83 3.34 -6.25
65 Si 3.39 1.08 0.95
66 H 2.76 2.04 3.11
67 H 4.25 -0.92 -0.22
68 H -0.90 1.34 -3.88
69 H 0.20 3.66 1.15
70 H -6.98 -1.73 1.96
71 H 0.29 -2.48 3.30
72 C 4.92 -0.70 -2.95
73 C -7.41 -0.55 3.72
74 C 2.27 1.34 2.42
75 C -6.80 -0.72 2.33
76 H -7.01 0.48 5.58
77 H -0.53 3.72 -0.47
78 H 2.09 3.77 -4.55
79 H 1.82 -2.90 -3.81
80 H -0.21 -5.72 1.59
81 H -0.32 2.43 -5.17

Output
relative energy (zero: lowest compared OMol25 entry of this formula, charge and spin)	0.0	kcal/mol
highest occupied orbital energy	-8.0	eV
electronic energy	-4062.54279	Ha
spin multiplicity	5